A structure of composition C52H38N4O5S2W in a non-equilibrium geometry, computed with ωB97M-V/def2-TZVPD.

The geometry in XYZ format:
```
102
Properties=species:S:1:pos:R:3
W -6.9175 -23.7933 -1.1629
C -13.7788 -20.3449 -1.1459
C -12.8632 -19.8824 -2.0910
C -11.5686 -20.3733 -2.1217
C -11.2360 -21.4393 -1.2821
C -12.1358 -21.9384 -0.3507
C -13.4184 -21.4073 -0.2965
C -9.8380 -21.9725 -1.3615
C -9.3775 -22.5472 -2.5228
C -10.0568 -22.7089 -3.7876
C -9.1147 -22.9930 -4.7369
C -7.8783 -23.1736 -4.0495
N -8.0586 -22.8974 -2.6720
C -6.6996 -23.4172 -4.6660
C -5.5006 -23.6593 -3.9531
C -4.2940 -24.0657 -4.5769
C -3.4868 -24.5339 -3.5934
C -4.1249 -24.2531 -2.3623
C -3.6213 -24.6106 -1.0764
C -2.3165 -25.3224 -1.1047
C -1.1017 -24.6855 -1.1095
C 0.0851 -25.4328 -1.1388
C 0.0602 -26.8176 -1.1108
C -1.1792 -27.4598 -1.2204
C -2.3444 -26.7105 -1.2441
C -4.1936 -24.2260 0.0914
N -5.3530 -23.4656 0.2237
C -5.4025 -23.0413 1.5566
C -6.3177 -22.1358 1.9980
C -6.1616 -21.5811 3.4045
C -6.9437 -22.0430 4.4689
C -6.7635 -21.4875 5.7101
C -5.9152 -20.4326 5.9341
C -5.2158 -19.8998 4.8669
C -5.2961 -20.4749 3.6194
C -7.4300 -21.7164 1.3002
C -8.4689 -20.8635 1.7540
C -9.4636 -20.9242 0.8428
C -9.0365 -21.7138 -0.2403
N -7.7739 -22.1683 -0.0230
C -4.2992 -23.5756 2.2607
C -3.5865 -24.2861 1.3855
N -5.3950 -23.6994 -2.5663
C -6.6374 -23.5200 -6.1616
C -6.6759 -22.3616 -6.9393
C -6.6319 -22.5029 -8.3130
C -6.5451 -23.7512 -8.9443
C -6.4349 -24.8726 -8.1321
C -6.4709 -24.7698 -6.7459
H -14.8144 -19.9728 -1.0941
H -13.1528 -19.0403 -2.7068
H -10.8098 -19.9959 -2.7906
H -11.8492 -22.7426 0.3666
H -14.1085 -21.8478 0.4153
H -11.0954 -22.5318 -4.0047
H -9.2258 -23.1279 -5.7972
H -4.1536 -24.0292 -5.6262
H -2.4974 -24.9422 -3.6284
H -1.0601 -23.5836 -1.0535
H 1.0219 -24.8948 -1.0218
H 0.9654 -27.3897 -1.0920
H -1.2242 -28.5295 -1.3971
H -3.2832 -27.2486 -1.3780
H -7.6418 -22.8947 4.3122
H -7.3828 -21.8783 6.5154
H -5.7762 -19.9248 6.8668
H -4.5714 -19.0556 5.0236
H -4.8415 -20.1203 2.7330
H -8.4581 -20.3898 2.7065
H -10.3296 -20.2659 0.8398
H -4.1364 -23.3531 3.2846
H -2.6897 -24.8419 1.4625
H -6.7637 -21.4465 -6.3992
H -6.6473 -21.5936 -8.9297
H -6.4685 -23.8161 -10.0065
H -6.2765 -25.8361 -8.5722
H -6.3809 -25.6147 -6.0577
O -7.6372 -27.4938 -1.2212
S -6.7265 -26.5341 -1.7991
O -5.6208 -27.0138 -2.5787
O -7.5431 -25.3743 -2.4481
O -6.1387 -25.6506 -0.6669
C -5.9581 -27.8333 5.0488
C -6.6638 -27.2693 3.8368
C -7.0341 -25.9287 3.7961
C -7.8111 -25.4502 2.7379
C -8.2045 -26.3609 1.7324
C -7.7576 -27.6674 1.7332
C -6.9569 -28.1168 2.7678
S -9.1399 -25.9025 0.3454
C -10.7337 -25.4162 0.9803
O -8.6410 -24.5442 -0.1287
H -6.2674 -27.3305 5.9362
H -4.8842 -27.6468 5.0041
H -6.0828 -28.8779 5.2213
H -6.7418 -25.2747 4.5994
H -8.1857 -24.4193 2.6164
H -7.9872 -28.3257 0.8896
H -6.6064 -29.1251 2.8072
H -10.6424 -24.4619 1.5250
H -11.0114 -26.1825 1.7262
H -11.3324 -25.3554 0.0875
```

Values from the calculation:
E_HOMO (spin up / spin down): -5.3 / -6.9 eV
Multiplicity: 3
Frontier orbital gap (spin up / spin down): 4.49 / 5.81 eV
Energy: -94236.3615 eV
ΔE to the lowest compared entry with this formula, charge and spin: 82.35 kJ/mol
Expectation value of S²: 2.05
Molecular weight: 1046.87 g/mol
Largest force on an atom: 2.33 eV/A

Löwdin population analysis, charges in e, atoms 1 to 4: atom 1 (W): 1.89, atom 2 (C): -0.09, atom 3 (C): -0.08, atom 4 (C): -0.03